The following is a DFT calculation (the ωB97M-V functional and the def2-TZVPD basis) of C2H4N2O2 in the gas phase in a non-equilibrium geometry.

Computed properties:
energy relative to the best compared isomer or geometry (same formula, charge and spin)	142.01	kcal/mol
SMILES	C=NO/C=N/O
F_max	5.8	eV/A
total charge	0

The geometry in XYZ format:
```
10
C2H4N2O2, DFT the ωB97M-V functional and the def2-TZVPD basis
C 2.48999 0.23438 -0.81517
N 1.39862 0.36194 -0.06822
O 0.34440 0.02215 -1.02667
C -0.73026 -0.18704 -0.24502
N -0.97154 0.07304 0.96133
O -2.28426 -0.33578 1.17707
H 3.38381 0.41276 -0.34068
H 2.20229 0.09208 -1.87923
H -1.40560 -0.76029 -0.99238
H -2.20957 -0.56440 2.11836
```

---

The following is a DFT calculation (the ωB97M-V functional and the def2-TZVPD basis) of C2H4N2O2 in the gas phase.

Computed properties:
energy relative to the best compared isomer or geometry (same formula, charge and spin)	4.28	kcal/mol
SMILES	NC(=O)NC=O
F_max	0.5	eV/A
total charge	0

The geometry in XYZ format:
```
10
C2H4N2O2, DFT the ωB97M-V functional and the def2-TZVPD basis
N 1.79170 0.23922 0.03727
C 0.49967 0.27016 0.49801
O 0.18401 0.64748 1.60553
N -0.43552 -0.14580 -0.45555
C -1.79138 -0.20080 -0.18532
O -2.61058 -0.51592 -1.01622
H 2.04946 -0.42962 -0.67498
H 2.49198 0.40099 0.74647
H -0.15927 -0.33512 -1.41067
H -2.02006 0.06941 0.85545
```

---

no.,M (g mol⁻¹),gap between HOMO and LUMO (eV)
1,88.1,10.007
2,88.1,10.871